[1]
Entry from OMol25: a structure of composition C4H4CuLiO2 in a non-equilibrium geometry (ωB97M-V/def2-TZVPD).

Geometry (Å):
C 1.65449 0.61994 -0.03937
O 2.27137 -0.03429 0.90497
H 2.25850 0.95761 -0.90634
Li 0.85457 -0.99701 1.64808
O -1.25538 -0.67150 0.91416
C -0.96531 0.72982 0.63626
C -0.97468 1.14208 -0.80533
C 0.30801 0.80172 -0.08141
H -2.07716 -0.79758 1.39181
H -1.19323 1.38037 1.48870
H -1.16135 2.21520 -0.96073
Cu -0.76110 -0.98224 -1.42602

Results
Energy relative to the best compared isomer or geometry (same formula, charge and spin) = 0.0 kJ/mol
HOMO level (spin up / spin down) = -6.05 / -6.05 eV
Total charge = 0
Molar mass = 154.56 g mol⁻¹
Largest force on an atom = 0.0368 hartree/bohr
Electronic energy = -53148.29792 eV
Orbital gap (spin up / spin down) = 5.22 / 5.22 eV

Results of the natural (NBO) charge analysis, in e, for atoms 1 through 6:
1 C 0.1880
2 O -0.9281
3 H 0.1394
4 Li 0.9468
5 O -0.8379
6 C -0.0271

---

[2]
Entry from OMol25: the ion C5H8N3O with charge +1 in a non-equilibrium geometry (ωB97M-V/def2-TZVPD).

Geometry (Å):
C 1.64142 -1.51306 0.13111
C 0.31629 -1.29447 0.39372
C 2.42136 -0.39000 -0.19178
C 0.64596 1.02280 0.07440
C -2.44053 -0.27904 -0.31494
N 1.92706 0.82083 -0.20789
N -0.17676 -0.04261 0.33925
N 0.15117 2.24623 0.08811
O -1.49950 0.21986 0.63430
H 2.05954 -2.50429 0.16937
H -0.38006 -2.07973 0.65106
H 3.47061 -0.47511 -0.43761
H -3.40438 0.00886 0.09932
H -2.39749 -1.36537 -0.40607
H -2.30215 0.18684 -1.29326
H 0.77304 3.02010 -0.09055
H -0.80557 2.41815 0.36143

Results
Energy relative to the best compared isomer or geometry (same formula, charge and spin) = 134.7 kJ/mol
HOMO level = -14.09 eV
Total charge = +1
Molar mass = 126.14 g mol⁻¹
Largest force on an atom = 0.0205 hartree/bohr
SMILES = COn1cccnc1=[NH2+]
Electronic energy = -11824.56552 eV
Orbital gap = 9.63 eV

Results of the natural (NBO) charge analysis, in e, for atoms 1 through 6:
1 C -0.3126
2 C 0.0978
3 C 0.1741
4 C 0.6003
5 C -0.2711
6 N -0.4417

---

[3]
Entry from OMol25: a structure of composition C37H65Br3F8IN3O10P in a non-equilibrium geometry (ωB97M-V/def2-TZVPD).

Geometry (Å):
C 4.22052 -3.03278 0.95851
C 5.19163 -2.08593 1.83939
O 6.08344 -2.65141 2.50190
N 4.96555 -0.63722 1.74157
C 5.77398 -0.21555 0.52346
C 5.41281 0.10043 2.95739
C 4.22468 1.07217 3.48925
C 3.06537 0.05978 4.02259
C 1.96660 0.89546 4.80108
N 0.51124 0.73056 4.42320
P -0.19844 1.50770 5.91321
O 0.32328 2.93040 6.14505
C 0.26089 1.45673 3.10011
C -0.50162 2.83764 3.07077
Br -2.36006 3.20593 3.65751
C 0.17989 3.97706 2.53665
C 1.68044 3.94081 1.95401
Br -0.69353 5.76936 2.40728
C 0.05441 0.37418 1.88832
I 1.77419 0.45115 0.47650
C -1.16938 0.69790 0.83236
N -0.72245 1.38968 -0.40557
C -0.09327 -1.01980 2.74276
C 0.77508 -2.28801 2.23612
C -0.07363 -3.62701 2.57546
O 0.07743 -4.30727 3.59463
Br -1.44148 -4.30666 1.26912
C -0.06896 -0.68405 4.34029
C 0.69010 -1.76434 5.30213
C -1.57044 -0.97184 4.82522
C -2.76585 -0.17811 4.13838
O -3.84257 -1.11637 3.90037
C -3.93502 -1.51512 2.52100
C -5.48641 -1.62769 2.15185
F -6.17256 -0.75979 3.06143
F -5.65971 -1.04062 0.87290
C -6.13139 -3.08181 2.30739
F -6.89968 -3.04206 3.51543
F -5.19403 -4.12278 2.50745
C -7.16138 -3.49306 1.16062
F -8.13167 -2.45833 1.04479
F -7.82472 -4.69268 1.55812
C -6.52151 -3.75674 -0.27747
F -6.90541 -2.69812 -1.16819
F -5.11104 -3.78763 -0.29996
H 3.54877 -2.39164 0.30288
H 4.91364 -3.60855 0.24782
H 3.66579 -3.79831 1.58641
H 6.75219 -0.80365 0.57816
H 5.25791 -0.54532 -0.44960
H 5.92901 0.91089 0.50955
H 6.32657 0.72118 2.65290
H 5.69730 -0.55520 3.84062
H 4.58286 1.79024 4.29867
H 3.77114 1.60420 2.58343
H 3.60844 -0.61540 4.78300
H 2.72602 -0.54838 3.12978
H 2.29878 1.99758 4.77302
H 2.03927 0.60925 5.91657
H -1.61677 1.57221 5.89238
H 0.17050 0.73748 7.08375
H 1.33082 1.78420 2.84824
H 2.41901 3.67757 2.80226
H 2.01976 4.92764 1.52819
H 1.80268 3.15463 1.13630
H -1.68053 -0.28400 0.55851
H -1.97751 1.35325 1.32486
H -0.88068 0.79009 -1.22858
H -1.22796 2.28418 -0.49611
H -1.12499 -1.35600 2.34232
H 0.88150 -2.31243 1.09100
H 1.76363 -2.42150 2.77139
H 0.92533 -1.25714 6.31032
H 0.05059 -2.66530 5.54340
H 1.67268 -2.13057 4.87228
H -1.76614 -2.08460 4.59429
H -1.72215 -0.89763 5.96754
H -3.21574 0.62391 4.83290
H -2.40590 0.37808 3.21673
H -3.48432 -0.76289 1.77922
H -3.34175 -2.47831 2.40005
H -7.00932 -4.69660 -0.72419
C -3.42858 -2.74696 -2.70908
O -3.84198 -3.10133 -4.01288
C -5.23517 -2.89352 -4.23444
C -5.49001 -2.34502 -5.63567
O -5.07779 -0.99120 -5.83147
C -3.67434 -0.72780 -5.82625
C -2.90974 -1.29389 -7.02012
O -2.82267 -2.70810 -6.95996
C -3.02075 -3.33930 -8.21108
H -3.68796 -3.53505 -2.00080
H -2.34333 -2.62396 -2.72387
H -3.86738 -1.79280 -2.39182
H -5.66095 -2.20787 -3.49526
H -5.73048 -3.86717 -4.13643
H -6.57286 -2.34295 -5.79701
H -5.07312 -2.99398 -6.40544
H -3.22360 -1.03256 -4.88197
H -3.58529 0.36238 -5.86424
H -1.88748 -0.89801 -7.01291
H -3.40041 -0.96250 -7.94426
H -3.88220 -2.92069 -8.74005
H -3.22555 -4.39644 -8.02882
H -2.12100 -3.25101 -8.82564
C 4.70206 3.64713 -0.81988
O 4.26560 3.27677 -2.11200
C 2.87305 3.49992 -2.31721
C 2.60610 4.02888 -3.72394
O 3.03327 5.37204 -3.94753
C 4.44152 5.61612 -3.96563
C 5.18114 5.01946 -5.15988
O 5.24882 3.60449 -5.07681
C 5.02455 2.95557 -6.31439
H 4.44059 2.87233 -0.09166
H 5.78770 3.75468 -0.85091
H 4.28112 4.61206 -0.51299
H 2.46667 4.20377 -1.58293
H 2.36724 2.53426 -2.19581
H 1.52091 4.04288 -3.87067
H 3.00375 3.36154 -4.48829
H 4.90083 5.32090 -3.02289
H 4.54517 6.70375 -4.02293
H 6.20845 5.40061 -5.17327
H 4.68245 5.34228 -6.08274
H 4.16200 3.37790 -6.83873
H 4.80711 1.90453 -6.11172
H 5.91681 3.02050 -6.94232

Results
HOMO level = -10.52 eV
Total charge = +1
Molar mass = 1261.51 g mol⁻¹
Largest force on an atom = 0.1117 hartree/bohr
Electronic energy = -313606.50358 eV
Orbital gap = 7.40 eV

Results of the Mulliken charge analysis, in e, for atoms 1 through 6:
1 C -0.7830
2 C 0.3009
3 O -0.5485
4 N 0.5039
5 C -1.0733
6 C -1.2816

---

[4]
Entry from OMol25: a structure of composition C45H50FN4O4PRuS2Sb in a non-equilibrium geometry (ωB97M-V/def2-TZVPD).

Geometry (Å):
Ru -0.28067 0.09324 1.21327
S 4.10904 1.76327 1.98510
C 2.80611 0.97590 1.40285
N 1.82005 0.42580 1.03789
F 4.28727 5.56909 -2.14332
C 2.94070 5.39731 -2.16800
C 2.27104 4.95250 -1.05737
N 0.88539 4.88768 -1.00960
C 0.23922 4.19307 0.12329
C 0.05816 2.64060 -0.12470
O -0.49753 2.08639 0.89655
O 0.39754 2.12133 -1.17692
C 0.12250 5.13516 -2.17352
O -1.07679 4.85240 -2.16097
N 0.81812 5.70353 -3.24465
C 2.22739 5.69705 -3.41612
O 2.78946 5.88608 -4.49995
H 2.74840 4.60807 -0.14786
H -0.75073 4.58723 0.33870
H 0.86430 4.40874 1.00297
H 0.29255 5.67212 -4.11365
C 0.03589 2.39180 3.80744
C 0.42127 0.96252 4.10247
C 1.01446 0.54236 5.31069
C 1.15270 -0.82722 5.22652
C 0.64312 -1.23278 3.98330
C 0.60694 -2.65599 3.52884
N 0.19983 -0.11220 3.28990
H 0.20315 2.94000 4.74349
H -0.99814 2.55145 3.54681
H 0.66154 2.81095 3.02333
H 1.25938 1.16082 6.14579
H 1.65008 -1.47686 5.93802
H -0.41199 -2.93986 3.15710
H 0.88620 -3.34940 4.34549
H 1.25826 -2.82438 2.64917
C -3.20815 2.13931 -0.73851
C -3.19095 0.59800 -0.91341
C -2.11810 0.16728 -1.93055
C -4.56404 0.21499 -1.47983
P -2.64323 -0.19847 0.75013
C -3.71317 0.70310 1.98324
C -4.84702 1.49804 1.81581
C -5.27107 2.38274 2.81903
C -4.59088 2.41724 4.02726
C -3.59155 1.50939 4.27478
C -3.15495 0.65908 3.25598
C -3.36844 -1.99022 0.86240
C -4.90406 -1.89304 1.09357
C -3.14808 -2.78962 -0.40328
C -2.76028 -2.74011 2.02247
H -2.76717 2.59893 -1.62637
H -2.66965 2.51050 0.11659
H -4.25539 2.43893 -0.67818
H -2.35086 0.60180 -2.91313
H -2.12659 -0.92725 -2.08748
H -1.12632 0.53138 -1.63855
H -4.83312 0.82365 -2.34155
H -5.36813 0.38117 -0.73846
H -4.62880 -0.83247 -1.84682
H -5.43466 1.48205 0.90419
H -6.10469 3.03989 2.61669
H -4.87121 3.09189 4.80215
H -3.13724 1.50971 5.26133
H -2.34991 -0.05925 3.42345
H -5.35726 -1.59088 0.16501
H -5.17850 -1.16376 1.87424
H -5.26894 -2.86432 1.39978
H -3.51075 -2.34001 -1.32415
H -3.62175 -3.74520 -0.31302
H -2.08290 -2.96772 -0.58736
H -2.72116 -2.18274 2.95542
H -1.78558 -3.11403 1.75007
H -3.41742 -3.59651 2.16624
S 0.05346 -1.79772 0.13253
Sb 2.11193 -1.66846 -1.26292
C 2.45029 -0.15908 -2.76861
C 3.32691 0.86487 -2.45216
C 3.52807 1.87926 -3.36182
C 2.77391 1.96968 -4.53609
C 1.89238 0.98038 -4.81426
C 1.76083 -0.12773 -3.94696
C 1.78017 -3.38197 -2.54219
C 2.77806 -4.32450 -2.67286
C 2.52371 -5.52229 -3.32252
C 1.28981 -5.71955 -3.92524
C 0.33370 -4.73242 -3.91108
C 0.56023 -3.59451 -3.14264
C 3.87020 -2.53367 -0.22108
C 3.71422 -3.46430 0.78821
C 4.82420 -3.76362 1.61505
C 6.04658 -3.14123 1.39109
C 6.21940 -2.29865 0.30483
C 5.12051 -1.97290 -0.50021
H 3.75312 0.85676 -1.45509
H 4.29686 2.64526 -3.16806
H 2.94002 2.77967 -5.25675
H 1.31346 0.98263 -5.72480
H 1.07292 -0.90944 -4.21200
H 3.73053 -4.16059 -2.17138
H 3.27104 -6.29238 -3.40707
H 1.11613 -6.71681 -4.32862
H -0.63420 -4.86311 -4.38360
H -0.25930 -2.89389 -3.10048
H 2.78054 -3.93951 0.97368
H 4.71844 -4.48890 2.41479
H 6.88952 -3.33694 2.04022
H 7.20176 -1.86060 0.04215
H 5.23830 -1.19502 -1.25564

Results
HOMO level (spin up / spin down) = -10.61 / -10.64 eV
Total charge = +1
Molar mass = 1047.86 g mol⁻¹
Spin multiplicity = 5
Largest force on an atom = 0.0510 hartree/bohr
Electronic energy = -104416.32932 eV
Orbital gap (spin up / spin down) = 7.04 / 5.71 eV

Results of the Mulliken charge analysis, in e, for atoms 1 through 6:
1 Ru 1.1337
2 S -0.3208
3 C 0.1234
4 N -0.9808
5 F -0.3820
6 C 0.2939